[1]
The following is a quantum chemistry calculation of a single C3H8O2 molecule at a distorted geometry, from the OMol25 dataset.

```
13
C3H8O2, DFT ωB97M-V/def2-TZVPD
C -0.47365 1.16360 0.91267
C -0.67660 -0.17180 0.18363
C 0.58908 -0.96460 -0.19732
H 0.17915 1.02663 1.80598
H 0.02322 1.84169 0.30991
H -1.47527 1.51614 1.40868
H -1.11418 -1.02203 0.73487
H -0.65179 0.06574 -1.86191
H 1.20293 -1.33322 0.60378
H 0.23567 -1.91453 -0.76858
H 2.29103 -0.29528 -1.02046
O -1.38410 0.04911 -1.09163
O 1.25452 0.03857 -1.01963
```

Calculated values
Spin multiplicity: 1
HOMO level (eV): -10.2
M (Da): 76.09
Frontier orbital gap (eV): 10.745
E_tot (a.u.): -269.51813
Structure (SMILES): C[C@@H](O)CO

[2]
The following is a quantum chemistry calculation of a single C23H16N4O4 molecule at a distorted geometry, from the OMol25 dataset.

```
47
C23H16N4O4, DFT ωB97M-V/def2-TZVPD
N 6.66792 8.38300 -3.95184
O 3.27057 3.98784 0.66745
O 2.69776 1.53822 -3.03611
O -0.90318 -1.53861 2.21367
C 6.23114 7.36293 -3.52788
N -5.28068 -6.37784 1.01244
O -1.18116 -0.71123 0.06257
C 3.01707 3.11573 -0.03997
C 2.64897 2.01591 -1.89918
C -1.46923 -1.52264 1.11508
C -4.20820 -5.63575 0.78803
C -5.96712 -6.21312 2.10078
C -5.74681 -5.15194 2.94902
C 4.76936 5.33813 -3.79136
C 6.06576 5.64781 -1.80655
C 0.09500 1.02346 1.28587
C 1.09624 2.09251 1.25256
C 0.69973 0.49103 -1.01689
C 4.06088 4.24451 -3.16661
C 5.41851 4.48250 -1.25400
C -4.76650 -4.21656 2.69075
C 5.61193 6.17760 -2.99890
C -0.10939 0.20871 0.11843
C 1.91467 2.26241 0.19727
C 1.70376 1.44540 -0.97353
C 4.44247 3.85635 -1.86727
C -3.87623 -4.48088 1.60514
N -6.89311 -7.12022 2.32009
N 3.59160 2.89654 -1.26942
C -2.82133 -2.19235 1.06099
C -2.55922 -3.70571 1.14860
H -3.69923 -5.85175 -0.14493
H -6.27650 -5.07569 3.91830
H 4.52116 5.61533 -4.80739
H 6.87162 6.07224 -1.16509
H -0.65053 0.77651 2.09099
H 1.37116 2.73382 2.10696
H 0.67875 0.01825 -1.97171
H 3.23226 3.81291 -3.69901
H 5.62783 4.19264 -0.23676
H -4.55283 -3.43334 3.39652
H -7.29160 -7.52790 1.47584
H -7.18190 -7.47141 3.26977
H -3.54399 -1.67244 1.69049
H -3.27712 -1.93393 0.12855
H -2.17668 -3.97635 0.13781
H -1.87352 -3.98266 1.82043
```

Calculated values
Spin multiplicity: 1
HOMO level (eV): -8.2
M (Da): 412.40
Frontier orbital gap (eV): 7.312
E_tot (a.u.): -1405.97047
Structure (SMILES): N#Cc1ccc(N2C(=O)c3ccc(OC(=O)CCc4ccc(N)nc4)cc3C2=O)cc1

[3]
The following is a quantum chemistry calculation of a molecular structure, FNO4S2 at a distorted geometry, from the OMol25 dataset.

```
8
FNO4S2, DFT ωB97M-V/def2-TZVPD
N -0.81921 -0.45251 -0.36096
O 1.08531 0.94470 -1.65569
O 0.41632 -1.32058 -2.54960
O 1.05676 0.31550 1.24532
O -1.06597 1.53629 1.38220
F -1.03229 -0.82511 2.28042
S 0.73869 -0.49512 -1.31023
S -0.37961 0.29683 0.96854
```

Calculated values
Spin multiplicity: 1
HOMO level (eV): 0.5
M (Da): 161.13
Total charge: -2
Frontier orbital gap (eV): 6.131
E_tot (a.u.): -1251.92727

[4]
The following is a quantum chemistry calculation of a molecular structure, C26H31BCl2N at a distorted geometry, from the OMol25 dataset.

```
61
C26H31BCl2N, DFT ωB97M-V/def2-TZVPD
Cl 6.88130 1.41319 7.01931
C 5.40637 1.69608 7.83764
C 5.30148 1.42623 9.21829
C 4.03597 1.33942 9.79463
C 2.86534 1.58544 9.03143
C 1.56111 1.33698 9.56364
C 0.40854 1.59141 8.91837
C -0.86955 1.75616 9.65421
C -2.11006 2.17836 8.88365
C -3.03081 2.96524 9.57874
C -4.25174 3.34456 9.00571
C -4.58996 2.79467 7.74163
Cl -6.15602 3.10987 7.06374
C -3.65696 2.04320 7.00257
C -2.39117 1.78901 7.56779
C 3.02484 2.09976 7.72562
C 4.28310 2.15384 7.12321
H 6.21230 1.30231 9.80568
H 3.93666 1.07804 10.84837
H 1.55453 0.90082 10.55515
H 0.38053 1.62112 7.84193
H -0.79485 2.36919 10.57391
H -2.78522 3.26171 10.59523
H -4.89806 4.08112 9.49323
H -3.91430 1.72700 5.98380
H -1.66596 1.23389 6.98132
H 2.13753 2.44424 7.19745
H 4.40689 2.55339 6.11628
C -4.38376 -3.22159 12.84101
C -4.19306 -2.65178 11.44095
N -3.45856 -3.57886 10.50591
C -3.90538 -5.01122 10.54211
C -5.13018 -5.50860 10.11982
C -5.39603 -6.88271 10.30786
C -4.38955 -7.73883 10.74755
C -3.10764 -7.23961 10.99021
C -2.89845 -5.86691 10.96455
C -3.48935 -3.08906 9.05127
C -2.60424 -3.95833 8.16040
C -3.17710 -1.60363 8.85985
B -1.96611 -4.00272 11.18350
H -1.07515 0.78316 10.04267
H -5.20984 -2.68426 13.32797
H -4.61409 -4.29636 12.84989
H -3.48606 -3.04193 13.44382
H -5.15747 -2.39055 10.98438
H -3.62708 -1.70579 11.50036
H -5.88004 -4.88482 9.63801
H -6.38732 -7.28765 10.09285
H -4.59331 -8.79740 10.90374
H -2.26083 -7.89406 11.19704
H -1.84626 -5.47225 11.28446
H -4.53524 -3.24745 8.75262
H -2.75355 -3.65365 7.11163
H -1.54408 -3.81885 8.41464
H -2.85889 -5.02556 8.23611
H -3.47988 -1.28921 7.84290
H -3.71312 -0.93508 9.53928
H -2.10108 -1.40818 8.94238
H -1.87227 -3.66986 12.33395
H -1.10057 -3.63120 10.42588
```

Calculated values
Spin multiplicity: 1
HOMO level (eV): -9.7
M (Da): 439.26
Total charge: +1
Frontier orbital gap (eV): 6.576
E_tot (a.u.): -2009.00364

[5]
The following is a quantum chemistry calculation of a single C5H6N2O molecule at a distorted geometry, from the OMol25 dataset.

```
14
C5H6N2O, DFT ωB97M-V/def2-TZVPD
C 1.41514 0.08909 -0.57539
C 0.49898 -1.00376 0.05706
C -0.40554 -0.48467 1.09198
C -0.83253 0.99859 0.92383
C -1.12479 0.99317 -0.54698
H 1.21000 0.33276 -1.80280
H 0.88608 -1.92521 0.33700
H -0.99648 -1.07567 1.78747
H -0.19926 1.80168 1.37849
H -1.55670 1.06891 1.64980
H -1.39533 1.95153 -1.10160
N -1.22706 -0.16752 -1.17002
N -0.98456 -1.12920 -0.10621
O 2.52818 0.42106 0.12277
```

Calculated values
Spin multiplicity: 1
HOMO level (eV): -9.9
M (Da): 110.12
Frontier orbital gap (eV): 9.525
E_tot (a.u.): -378.67462
Structure (SMILES): O=C[C@H]1[C@H]2CC=NN21

[6]
The following is a quantum chemistry calculation of a single C18H26N2O5 molecule, from the OMol25 dataset.

```
51
C18H26N2O5, DFT ωB97M-V/def2-TZVPD
C 2.51760 3.84142 2.74874
C 2.80462 3.42645 4.18386
H 3.77526 3.80268 4.51354
H 2.01699 3.78982 4.85206
O 2.89623 2.00474 4.30860
C 1.77507 1.32639 4.54954
O 0.69239 1.83851 4.68838
C 2.07073 -0.15426 4.64703
H 2.92890 -0.26892 5.31091
H 2.38005 -0.49195 3.65493
C 0.87819 -0.97380 5.14112
H 1.23583 -1.87670 5.63671
H 0.31593 -0.38351 5.86796
C -0.05307 -1.39103 3.99988
N -0.58567 -0.25400 3.28773
C -0.14952 0.10008 2.06257
O 0.60437 -0.59538 1.40347
C -0.73944 1.41090 1.56586
H -1.80502 1.25498 1.37958
C -0.06823 1.88985 0.27276
N -0.20579 0.91800 -0.78086
C -1.14103 1.02365 -1.75135
O -1.80323 2.03413 -1.91977
C -1.26626 -0.16794 -2.63772
C -0.99009 -1.46894 -2.21931
C -1.15203 -2.52659 -3.08631
C -1.58893 -2.32089 -4.39807
C -1.87938 -1.02469 -4.81454
C -1.72617 0.02924 -3.93430
H -1.96125 1.03588 -4.24622
H -2.23212 -0.82167 -5.81349
O -1.71544 -3.44642 -5.14960
C -2.07410 -3.35052 -6.51338
C -0.91026 -2.91005 -7.39681
H -0.57040 -1.91404 -7.12381
H -1.22164 -2.90479 -8.43780
H -0.07832 -3.60000 -7.27964
H -2.38063 -4.36520 -6.78355
H -2.93665 -2.68531 -6.64212
H -0.94950 -3.53850 -2.77184
H -0.67115 -1.67142 -1.20707
H 0.25839 0.03929 -0.60219
H -0.53851 2.81421 -0.07152
H 0.99765 2.06313 0.45027
H -0.63786 2.16594 2.34757
H -1.06641 0.43667 3.84438
H 0.49124 -1.99213 3.26711
H -0.88292 -1.98279 4.39971
H 2.54013 4.92457 2.67195
H 3.26588 3.42213 2.08070
H 1.53556 3.48876 2.44435
```

Calculated values
Spin multiplicity: 1
HOMO level (eV): -8.4
M (Da): 350.41
Frontier orbital gap (eV): 9.146
E_tot (a.u.): -1187.27490
Structure (SMILES): CCOC(=O)CCCNC(=O)CCNC(=O)c1ccc(OCC)cc1